Record 1
A molecular structure, C15H11BN3O8Pd in a non-equilibrium geometry. Source: the Open Molecules 2025 dataset; level of theory: ωB97M-V/def2-TZVPD.

Geometry as XYZ:
```
39
Properties=species:S:1:pos:R:3:forces:R:3:lowdin_charge:R:1
Pd 0.2158 0.9343 -0.0865 0.0 -1.0 0.8 0.90
O -0.4924 6.9266 -2.5088 0.0 0.0 0.0 0.24
C -0.3043 5.8137 -2.1452 0.0 -0.2 0.1 -0.20
C -1.0894 4.5542 -2.6278 0.2 0.0 0.2 -0.20
O -1.9211 4.5097 -3.4716 -0.1 0.0 -0.1 0.24
C -0.5495 3.3407 -1.8224 0.2 0.4 0.0 -0.19
C 0.6290 3.8304 -0.9274 -0.2 0.3 -0.3 -0.19
O 1.3225 3.0994 -0.2836 0.1 -0.3 -0.1 0.16
C 0.7531 5.3700 -1.0855 -0.1 -0.2 -0.1 -0.20
O 1.5044 6.0710 -0.4943 0.1 0.0 0.0 0.24
O -0.9231 2.2074 -1.8455 -0.2 0.1 -0.3 0.15
C -3.8315 -1.5496 3.2403 0.0 0.0 -0.1 0.00
N -2.8926 -0.7023 2.5280 0.0 0.1 0.0 -0.08
C -2.8135 0.7447 2.6925 0.0 -0.1 0.0 0.00
C -1.6848 1.0747 1.7401 0.1 0.0 0.0 -0.46
O -1.1743 2.1599 1.5040 -0.4 0.1 0.0 0.03
N -1.2666 -0.0705 1.1245 0.4 0.6 -0.2 0.09
C -2.0109 -1.0785 1.5978 0.1 -0.4 -0.1 -0.37
N -1.8470 -2.3227 1.1673 0.0 0.1 0.0 0.25
H -3.9813 -1.1451 4.2386 0.0 0.0 0.0 0.10
H -3.4268 -2.5543 3.3500 0.0 0.0 0.0 0.09
H -4.7952 -1.6008 2.7323 0.0 0.0 0.0 0.10
H -2.5736 1.0360 3.7154 0.0 0.0 0.0 0.15
H -3.7370 1.2420 2.3907 0.0 0.0 0.0 0.15
H -1.1425 -2.4903 0.4644 0.1 0.0 0.0 0.11
H -2.4434 -3.0757 1.4576 0.0 0.0 0.0 0.12
O 2.6738 -0.4607 -0.6198 0.2 -0.3 -0.1 0.18
B 1.3176 -0.6166 -0.5030 -0.2 0.7 -0.1 -0.57
O 0.8761 -1.8889 -0.7676 0.0 -0.4 0.0 0.15
C 2.0479 -2.5833 -1.1003 -0.3 0.0 0.1 -0.18
C 2.1846 -3.8993 -1.4614 0.0 -0.1 0.0 0.01
C 3.4849 -4.3325 -1.7222 -0.1 0.0 0.0 -0.07
C 4.5704 -3.4704 -1.6240 0.0 0.1 0.0 -0.06
C 4.4083 -2.1321 -1.2653 0.1 0.0 0.0 0.02
C 3.1236 -1.7261 -1.0085 0.0 0.3 0.1 -0.18
H 1.3327 -4.5599 -1.5461 0.0 0.0 0.0 0.12
H 3.6503 -5.3628 -2.0060 0.0 0.0 0.0 0.11
H 5.5641 -3.8459 -1.8264 0.0 0.0 0.0 0.11
H 5.2411 -1.4462 -1.1945 0.0 0.0 0.0 0.13
```
Positions in Å, forces in eV/Å.

Output
* LUMO energy: -6.34 eV
* max |F|: 0.0245 Eh/bohr
* Kohn-Sham gap: 5.20 eV
* DFT total energy: -40733.340 eV
* charge: +1

---

Record 2
A single C22H28N6O5 molecule in a non-equilibrium geometry. Source: the Open Molecules 2025 dataset; level of theory: ωB97M-V/def2-TZVPD.

Geometry as XYZ:
```
61
Properties=species:S:1:pos:R:3:forces:R:3:lowdin_charge:R:1
C -0.1056 2.6685 -3.2540 0.0 0.0 -0.1 -0.10
O -0.5683 2.7977 -1.9364 -0.1 0.1 0.4 -0.18
C -1.3865 3.9198 -1.7332 0.0 0.0 0.1 -0.21
C -1.7765 3.9499 -0.2523 0.4 0.4 -0.6 -0.08
N -2.4313 2.7229 0.1137 -0.3 -0.3 0.2 0.00
C -3.6528 2.2884 -0.2459 0.1 0.1 0.1 -0.11
N -3.9082 1.0571 0.1400 -0.2 -0.6 0.1 0.16
C -2.7808 0.6560 0.7701 0.7 1.4 -0.2 -0.20
C -1.8396 1.6749 0.7758 -0.4 -0.7 0.0 -0.05
C -0.5665 1.5381 1.4095 -0.3 0.1 0.0 -0.35
O 0.3045 2.3777 1.5310 0.2 0.1 -0.1 0.09
N -0.4229 0.2625 1.9679 0.4 0.0 0.2 0.08
C 0.8907 -0.0233 2.5070 -0.1 0.0 0.0 -0.04
C 1.8774 -0.2177 1.3565 -0.1 0.1 0.3 -0.41
O 1.5105 -0.3732 0.2121 -0.2 0.0 -0.2 0.10
N 3.1739 -0.2155 1.7576 0.3 0.0 0.2 0.19
C 4.3627 -0.3532 0.9782 -0.6 0.0 0.2 -0.51
O 5.4229 -0.3248 1.5606 0.5 0.0 0.2 0.07
N 4.1479 -0.5003 -0.3287 -0.3 0.0 -0.5 0.14
C 5.1994 -0.6451 -1.3346 0.4 0.0 0.0 -0.58
C 6.0182 -1.9036 -1.0366 -0.1 0.2 0.0 -0.03
C 6.1006 0.5921 -1.3114 -0.1 -0.2 0.0 -0.03
C 4.5003 -0.7702 -2.6869 0.1 0.0 0.3 -0.04
C -1.3290 -0.7937 1.9431 -0.2 0.0 0.1 -0.41
O -1.0667 -1.8587 2.4614 0.1 -0.4 0.0 0.08
N -2.5469 -0.5473 1.3596 0.0 -0.1 0.2 0.08
C -3.5304 -1.6188 1.2545 -0.1 -0.2 0.0 -0.07
C -3.3776 -2.3380 -0.0607 -0.1 0.0 0.0 -0.20
C -4.1264 -1.9491 -1.1631 0.0 0.0 0.0 -0.05
C -3.9560 -2.5872 -2.3793 0.0 0.0 -0.1 -0.08
C -3.0332 -3.6122 -2.5030 0.0 0.0 -0.1 -0.09
C -2.2766 -3.9954 -1.4082 0.1 -0.1 0.0 -0.08
C -2.4466 -3.3604 -0.1906 0.0 0.0 0.0 -0.03
H 0.5007 1.7660 -3.2765 0.0 0.0 -0.1 0.09
H -0.9389 2.5682 -3.9612 0.0 0.0 0.0 0.09
H 0.5052 3.5312 -3.5482 0.0 0.0 0.0 0.09
H -2.2878 3.8540 -2.3661 0.1 0.0 0.1 0.12
H -0.8526 4.8481 -1.9896 -0.1 -0.1 0.0 0.13
H -0.8705 4.0241 0.3532 -0.2 0.1 0.0 0.13
H -2.4362 4.7997 -0.0584 0.1 -0.1 0.0 0.13
H -4.3570 2.8948 -0.7806 -0.1 0.2 -0.1 0.14
H 1.2060 0.8129 3.1356 0.0 -0.1 -0.1 0.14
H 0.8215 -0.9455 3.0905 0.1 0.2 -0.1 0.14
H 3.3779 -0.0797 2.7391 0.0 0.0 -0.2 0.16
H 3.1811 -0.4969 -0.6384 0.0 0.0 0.2 0.11
H 5.3769 -2.7821 -1.0457 -0.1 -0.1 0.0 0.09
H 6.4790 -1.8170 -0.0568 0.1 0.0 0.1 0.08
H 6.7977 -2.0298 -1.7828 0.1 0.0 -0.1 0.08
H 6.8771 0.5053 -2.0664 0.1 0.0 -0.1 0.08
H 6.5672 0.6872 -0.3352 0.1 0.0 0.0 0.08
H 5.5161 1.4881 -1.5085 -0.1 0.1 0.0 0.09
H 3.9066 0.1181 -2.8911 -0.1 0.1 -0.1 0.08
H 5.2363 -0.8834 -3.4783 0.1 0.0 -0.1 0.09
H 3.8446 -1.6380 -2.6977 -0.1 -0.1 0.0 0.09
H -4.5161 -1.1569 1.3308 0.1 -0.1 0.1 0.13
H -3.3539 -2.2986 2.0906 -0.1 0.2 -0.1 0.13
H -4.8342 -1.1397 -1.0639 -0.1 0.1 0.0 0.10
H -4.5440 -2.2835 -3.2332 0.0 0.0 -0.1 0.10
H -2.9017 -4.1101 -3.4527 0.0 0.0 -0.1 0.10
H -1.5521 -4.7908 -1.5032 0.1 -0.1 0.0 0.10
H -1.8530 -3.6490 0.6640 0.1 0.0 0.1 0.11
```
Positions in Å, forces in eV/Å.

Output
* LUMO energy: 0.61 eV
* max |F|: 0.0295 Eh/bohr
* energy above the lowest of the compared OMol25 structures with the same formula, charge and spin: 0.0 kcal/mol
* Kohn-Sham gap: 9.05 eV
* DFT total energy: -42449.744 eV
* SMILES: COCCn1cnc2c1c(=O)n(CC(=O)NC(=O)NC(C)(C)C)c(=O)n2Cc1ccccc1

---

Record 3
A single C5H10 molecule in a non-equilibrium geometry. Source: the Open Molecules 2025 dataset; level of theory: ωB97M-V/def2-TZVPD.

Geometry as XYZ:
```
15
Properties=species:S:1:pos:R:3:forces:R:3:lowdin_charge:R:1
C 0.5571 1.3319 0.0016 -1.6 2.8 0.9 -0.09
C 0.0506 -0.0454 -0.0814 0.9 -0.2 1.0 -0.61
C 1.2156 -1.0084 -0.0575 0.5 -1.9 1.3 -0.06
C -1.2642 -0.2084 -0.7638 0.7 -0.7 0.4 -0.09
C -1.1635 -0.3285 0.7487 -1.1 1.0 0.5 -0.10
H 1.1884 1.6716 -0.8071 0.0 -0.1 -0.5 0.08
H 1.0985 1.5901 0.9191 0.0 -0.5 0.1 0.08
H -0.3670 2.0055 0.0556 1.3 -0.5 -0.3 0.10
H 1.9808 -0.6791 0.7692 -1.6 -0.7 -1.3 0.11
H 1.8002 -1.0145 -0.9808 -0.2 0.0 -0.1 0.06
H 0.8790 -2.1108 0.1499 0.7 2.0 -0.3 0.11
H -1.3210 -1.1292 -1.2971 -0.6 -0.4 -0.5 0.09
H -1.7121 0.6798 -1.1735 -0.1 0.0 -0.2 0.10
H -1.3266 -1.3055 1.2231 0.2 0.5 -0.3 0.10
H -1.6158 0.5509 1.2938 0.6 -1.2 -0.4 0.12
```
Positions in Å, forces in eV/Å.

Output
* LUMO energy: 1.12 eV
* max |F|: 0.0647 Eh/bohr
* energy above the lowest of the compared OMol25 structures with the same formula, charge and spin: 30.2 kcal/mol
* Kohn-Sham gap: 11.03 eV
* DFT total energy: -5345.958 eV
* SMILES: CC1(C)CC1

---

Question: The highest Kohn-Sham gap belongs to which entry?
Answer: C5H10